[1]
Entry from the OMol25 dataset: 8 unconnected molecules or ions with the total composition CH15O9 at a distorted geometry (ωB97M-V with the def2-TZVPD basis set).

Atoms and positions in Å:
O  -0.163522  1.121409  0.290729
C  -0.854808  2.102022  0.689469
O  -1.939073  2.533506  0.269369
H  -0.477993  2.591610  1.652978
H  -1.255122  -1.364103  -1.517293
H  0.236637  -0.943639  -1.388121
O  -0.395117  -1.665658  -1.470986
H  -1.826174  1.327989  -1.180389
H  -2.477266  -0.074669  -0.854724
O  -2.304182  0.554582  -1.548303
H  1.955879  1.366486  0.500460
H  1.423081  0.368234  1.350921
O  2.243338  0.724705  1.130689
H  2.427790  -0.354353  -1.689339
H  1.284883  0.527271  -1.083024
O  1.617045  0.128056  -1.841826
H  -2.813121  0.736817  1.431572
H  -1.507313  0.158264  0.984277
O  -2.228243  0.052019  1.636589
H  -0.563264  -1.774747  1.519091
H  0.021284  -1.955237  0.224773
O  0.240834  -2.087406  1.081440
H  1.974458  -1.968701  -0.175753
H  2.656012  -0.685078  0.296952
O  2.723956  -1.419379  -0.309549

Forces on atoms 1 to 6 (eV/Å):
-0.2 0.3 -0.6
0.2 1.1 1.6
0.7 -0.1 -0.3
0.0 -0.2 -0.7
-2.4 1.6 -0.4
-0.1 0.7 -0.8

## Properties
Relative energy (zero: lowest compared OMol25 entry of this formula, charge and spin) = 25.4 kcal/mol
Orbital gap = 9.75 eV
Total charge = -1
2S+1 = 1
E = -724.339514 hartree
Max |F| = 0.102 Eh/bohr
HOMO = -6.3 eV

***

[2]
Entry from the OMol25 dataset: 10 unconnected molecules or ions with the total composition C45H109NO19 at a distorted geometry (ωB97M-V with the def2-TZVPD basis set).

Atoms and positions in Å:
C  10.251310  -12.500500  -17.293900
O  9.244580  -13.182500  -18.036860
C  9.748220  -14.051600  -19.017900
C  10.190320  -13.210600  -20.217420
O  11.417250  -12.505640  -20.034440
C  12.086090  -12.147780  -21.235840
H  9.743530  -11.925280  -16.519700
H  10.815340  -11.815250  -17.926670
H  10.833830  -13.280900  -16.804260
H  9.021770  -14.844580  -19.195560
H  10.519330  -14.730780  -18.654290
H  9.434800  -12.504190  -20.561330
H  10.194940  -13.870780  -21.084740
H  12.763160  -12.920580  -21.599780
H  12.661350  -11.233680  -21.088930
H  11.424280  -11.853290  -22.050320
C  11.413440  -14.367230  -35.030990
O  10.894480  -13.286390  -34.325830
C  10.232930  -12.186660  -35.059330
C  8.863900  -12.511370  -35.618300
O  8.997070  -13.588990  -36.478840
C  7.729720  -13.889110  -37.019100
H  12.051500  -14.974280  -34.388750
H  11.993370  -14.072900  -35.905720
H  10.704650  -15.039170  -35.514940
H  10.896380  -11.688920  -35.766560
H  10.040970  -11.463750  -34.266460
H  8.504850  -11.632500  -36.153800
H  8.256000  -12.746500  -34.744640
H  7.071120  -14.414030  -36.327130
H  7.980650  -14.542780  -37.854480
H  7.195220  -13.037720  -37.440460
C  2.855690  -13.998270  -21.494000
O  3.431040  -15.245250  -21.971380
C  3.746320  -16.277560  -20.977770
C  4.370100  -17.442900  -21.765160
O  5.669420  -17.232540  -22.313350
C  5.701650  -16.638590  -23.632900
H  3.502300  -13.600550  -20.711800
H  1.855210  -14.211130  -21.117400
H  2.845680  -13.349220  -22.369630
H  2.826490  -16.599420  -20.489490
H  4.394450  -15.834060  -20.221900
H  3.702000  -17.721450  -22.580120
H  4.335140  -18.303750  -21.097470
H  5.154860  -15.695980  -23.608430
H  5.226170  -17.312670  -24.345380
H  6.706570  -16.366020  -23.955320
C  14.660650  -7.706410  -19.685500
O  14.638620  -7.389580  -21.103730
C  13.581950  -6.597350  -21.556330
C  14.099390  -5.581010  -22.639700
O  13.141450  -4.790620  -23.193830
C  12.229950  -5.421080  -24.054490
H  13.713200  -7.952480  -19.206050
H  14.941260  -6.766100  -19.210980
H  15.442300  -8.445150  -19.508320
H  13.103660  -6.021570  -20.763980
H  12.753580  -7.179350  -21.960290
H  14.578100  -6.160390  -23.429160
H  14.830430  -4.962810  -22.118620
H  11.791270  -6.372370  -23.753310
H  12.655100  -5.590140  -25.043810
H  11.370270  -4.764160  -24.186860
C  7.024330  -16.485380  -32.163090
O  5.828550  -16.565360  -31.387400
C  5.840890  -16.096920  -30.017330
C  4.430230  -15.931340  -29.556820
O  4.229050  -16.066120  -28.141240
C  2.845480  -15.868440  -27.815960
H  6.910600  -16.829160  -33.191180
H  7.892590  -17.036470  -31.801790
H  7.235860  -15.417540  -32.218390
H  6.412320  -15.170650  -29.957300
H  6.373720  -16.828190  -29.409520
H  3.772700  -16.573960  -30.142300
H  4.033310  -14.919460  -29.638320
H  2.719870  -16.049400  -26.748460
H  2.262390  -16.616470  -28.353140
H  2.487200  -14.882970  -28.113610
C  1.073910  -6.145450  -21.664930
O  1.182670  -7.452450  -21.108520
C  0.014020  -8.242590  -21.218630
C  -0.174340  -9.131930  -19.990940
O  -0.876670  -10.332940  -20.344990
C  -1.742090  -10.856050  -19.318950
H  1.433730  -6.116530  -22.693420
H  1.664630  -5.489650  -21.025330
H  0.131890  -5.630420  -21.476690
H  0.099240  -8.880740  -22.098180
H  -0.885940  -7.657340  -21.407440
H  -0.708560  -8.504550  -19.277430
H  0.726650  -9.434500  -19.457310
H  -1.020020  -11.119790  -18.546190
H  -2.285490  -11.748670  -19.628840
H  -2.352480  -10.104450  -18.818330
C  18.433740  -7.181640  -25.602130
O  17.686920  -8.359200  -26.012780
C  16.838030  -8.090000  -27.169000
C  16.444690  -9.523840  -27.679940
O  15.288170  -10.016550  -26.992880
C  15.491280  -11.066040  -26.103380
H  17.837890  -6.345500  -25.236150
H  19.012810  -6.802370  -26.444110
H  19.160520  -7.476490  -24.845180
H  17.397090  -7.540950  -27.926690
H  15.919040  -7.535270  -26.979700
H  17.309640  -10.158840  -27.488300
H  16.351620  -9.542530  -28.765800
H  16.152550  -10.710820  -25.313040
H  16.075520  -11.878710  -26.535050
H  14.505840  -11.321750  -25.713990
C  5.594680  -2.170780  -27.228820
O  4.535830  -1.590150  -26.488250
C  3.537850  -2.549580  -26.069870
C  2.696450  -3.270580  -27.145670
O  3.536890  -4.138350  -27.905710
C  2.696620  -4.809920  -28.817110
H  5.278200  -2.318080  -28.261400
H  5.926650  -3.072080  -26.713480
H  6.426730  -1.468250  -27.276080
H  2.789640  -1.955010  -25.545680
H  3.921390  -3.280140  -25.357630
H  2.290470  -2.501070  -27.802280
H  1.839240  -3.730930  -26.654390
H  1.965850  -4.181870  -29.326620
H  2.185860  -5.652750  -28.351400
H  3.344380  -5.234150  -29.584260
C  2.222670  -5.058840  -17.447720
O  3.328890  -4.400340  -18.043150
C  4.668360  -4.824350  -17.685980
C  5.133540  -6.167140  -18.277630
O  4.492070  -7.273100  -17.718790
C  5.003660  -8.541540  -18.144990
H  1.974970  -4.591750  -16.494530
H  2.297680  -6.145370  -17.403850
H  1.354100  -4.990980  -18.102790
H  4.777400  -4.736590  -16.605000
H  5.366650  -4.039850  -17.977630
H  6.201230  -6.332090  -18.133020
H  5.024140  -6.217430  -19.360960
H  4.338680  -9.262760  -17.669860
H  6.060440  -8.722700  -17.948760
H  4.801170  -8.473000  -19.213820
C  4.995640  -8.727570  -26.312270
C  6.486260  -8.880150  -25.781020
C  6.680390  -10.367180  -25.371360
C  6.899860  -11.402070  -26.520560
C  8.038490  -10.897490  -27.363150
C  8.024070  -9.437270  -27.905090
N  7.657970  -8.549630  -26.750920
O  7.726350  -7.176750  -27.135950
C  9.474330  -9.090310  -28.293470
C  7.123710  -9.346910  -29.152150
C  6.702900  -8.031150  -24.563030
H  4.216510  -8.983660  -25.594310
H  4.955150  -9.367560  -27.193680
H  4.775100  -7.713260  -26.644900
H  7.581030  -10.416960  -24.759410
H  5.812680  -10.752850  -24.836170
H  5.999890  -11.536430  -27.120630
H  7.123830  -12.398350  -26.139300
H  8.167330  -11.623750  -28.165680
H  8.919610  -10.993650  -26.728730
H  10.108810  -9.222390  -27.417060
H  9.980490  -9.819030  -28.926620
H  9.573300  -8.070670  -28.665800
H  7.505650  -10.101100  -29.840200
H  6.080640  -9.627310  -29.005590
H  7.047210  -8.348450  -29.582640
H  7.711050  -8.039070  -24.148680
H  5.955090  -8.270450  -23.806980
H  6.568420  -6.973540  -24.789900
H  6.965430  -7.242080  -27.717610

Forces on atoms 1 to 6 (eV/Å):
-0.7 -0.3 0.1
-0.4 -0.1 0.6
0.4 0.7 0.1
-0.2 -0.8 -1.2
0.1 -0.4 -0.1
-0.1 0.5 -0.1

## Properties
Relative energy (zero: lowest compared OMol25 entry of this formula, charge and spin) = 4.1 kcal/mol
Orbital gap = 8.70 eV
2S+1 = 1
E = -3263.637771 hartree
SMILES = CC1(C)CCCC(C)(C)N1O.COCCOC.COCCOC.COCCOC.COCCOC.COCCOC.COCCOC.COCCOC.COCCOC.COCCOC
Max |F| = 0.049 Eh/bohr
HOMO = -8.5 eV